(1)
99
Properties=species:S:1:pos:R:3:forces:R:3:lowdin_charge:R:1 method="wB97M-V/def2-TZVPD" e_above_lowest_kcal_mol=0.50 lumo_energy_ev=-5.268 homo_ev=-11.672 total_energy_ha=-5805.80311 homo_lumo_gap_ev=6.40 charge=+2
Ti -0.415982 0.289096 -1.389853 0.353 -0.745 0.082 0.785
N 1.650164 -0.197318 -2.005445 0.094 0.082 -0.118 0.002
C 2.739391 0.723005 -1.783318 -0.124 -0.168 0.020 -0.233
C 3.884091 0.270525 -1.150980 0.094 0.025 -0.002 -0.025
C 4.937512 1.143029 -0.924928 -0.018 -0.013 -0.002 -0.072
C 4.825916 2.462171 -1.337850 -0.027 -0.010 -0.013 -0.063
C 3.667089 2.899268 -1.961372 0.062 0.030 0.020 -0.014
C 2.596578 2.037863 -2.202422 -0.087 0.106 -0.038 -0.123
C 1.326875 2.554517 -2.789356 0.047 -0.040 0.135 -0.182
C 1.402935 3.639422 -3.663443 -0.017 0.056 -0.021 -0.035
C 0.267507 4.326636 -4.061570 0.031 0.011 -0.024 -0.058
C -0.968372 3.966748 -3.548181 0.112 0.071 0.112 -0.067
C -1.053281 2.869397 -2.707530 -0.059 -0.076 -0.074 -0.143
C 0.063667 2.088939 -2.362268 0.002 0.133 -0.018 -0.181
H 1.867339 -1.105353 -1.607643 -0.026 -0.051 0.065 0.073
H 1.535549 -0.366464 -3.007317 -0.010 0.004 -0.035 0.120
H 3.959161 -0.770473 -0.855376 -0.001 0.008 -0.007 0.116
H 5.837357 0.791623 -0.437694 -0.009 0.012 -0.009 0.108
H 5.636998 3.156754 -1.165310 -0.008 -0.001 -0.003 0.111
H 3.577043 3.941610 -2.236614 0.006 -0.016 0.004 0.116
H 2.370306 3.956218 -4.033027 -0.018 0.005 -0.006 0.115
H 0.355856 5.154626 -4.753415 -0.008 -0.009 0.006 0.115
H -1.860530 4.520561 -3.811377 0.013 -0.007 0.010 0.117
H -2.033983 2.598377 -2.334423 -0.025 -0.049 -0.024 0.093
C -0.747115 2.641363 5.987656 0.039 0.033 -0.009 -0.050
C -1.696640 1.602093 5.422642 -0.088 -0.131 -0.119 -0.165
N -1.226972 1.038739 4.137454 0.136 0.039 0.068 -0.006
C -1.778428 1.473425 3.001701 -0.019 -0.009 0.081 0.071
C -1.364548 1.097739 1.749740 -0.020 0.037 0.201 -0.014
C -2.115256 1.617525 0.578375 0.105 -0.363 -0.541 -0.488
O -2.840153 2.566717 0.615675 -0.159 0.035 0.088 0.160
O -1.906614 0.866653 -0.519421 -0.476 0.752 0.697 -0.193
C -0.237003 0.265810 1.618779 0.309 -0.033 -0.266 -0.236
O 0.332515 -0.006122 0.514976 -0.120 0.094 -0.104 -0.109
C 0.321758 -0.271917 2.841303 0.018 0.016 0.007 -0.035
C 1.369755 -1.198573 2.775492 0.005 0.045 -0.019 0.110
C 1.897239 -1.694438 3.926317 -0.006 0.010 0.050 -0.181
F 2.936189 -2.545594 3.855267 0.018 0.015 -0.021 0.085
C 1.407616 -1.330900 5.196311 0.121 -0.083 -0.025 -0.136
C 0.377114 -0.415820 5.257756 -0.033 0.009 0.001 0.070
C -0.171645 0.130579 4.087849 -0.132 0.053 0.088 -0.100
N 1.933260 -1.874579 6.393149 -0.135 0.024 0.085 -0.088
C 2.632283 -0.973749 7.293907 0.112 0.013 -0.094 -0.131
C 2.546479 -1.489055 8.715603 0.021 -0.208 0.076 -0.077
N 3.118937 -2.886382 8.758297 -0.032 0.042 -0.095 0.066
C 2.417539 -3.800607 7.779693 0.046 0.076 0.176 -0.073
C 2.519121 -3.204604 6.390657 0.002 -0.005 -0.031 -0.145
H -1.152477 3.035283 6.919092 0.003 -0.001 -0.008 0.091
H -0.625292 3.472586 5.293094 -0.010 -0.009 0.008 0.092
H 0.239891 2.225744 6.193006 -0.010 0.006 -0.007 0.066
H -2.670606 2.039432 5.216362 -0.003 0.031 0.038 0.128
H -1.870865 0.777338 6.112541 0.009 0.004 0.013 0.121
H -2.602388 2.170426 3.095085 0.003 0.005 -0.016 0.162
H 1.766070 -1.498012 1.815187 -0.015 0.013 -0.007 0.146
H -0.021826 -0.155170 6.227574 0.023 -0.018 -0.011 0.120
H 2.196148 0.022205 7.259825 -0.050 -0.013 -0.010 0.135
H 3.691693 -0.869281 7.006899 -0.001 0.032 0.003 0.146
H 1.513072 -1.578072 9.044826 -0.011 0.045 0.011 0.143
H 3.110937 -0.879692 9.417747 0.008 0.042 -0.021 0.143
H 3.062410 -3.266566 9.703741 -0.046 -0.001 0.022 0.188
H 4.113678 -2.847795 8.522572 0.022 0.001 -0.006 0.185
H 1.384287 -3.870769 8.113435 -0.015 -0.017 -0.013 0.144
H 2.895999 -4.775304 7.843662 -0.004 -0.020 -0.033 0.144
H 1.975966 -3.857639 5.711142 -0.009 0.021 -0.016 0.149
H 3.568761 -3.199290 6.066999 0.009 -0.018 0.016 0.136
S -0.585648 -2.144471 -1.529657 0.022 0.212 -0.058 0.659
C -0.213070 -2.525694 -3.229463 0.039 -0.056 0.081 -0.665
C 0.523499 -3.659511 -3.556781 0.014 -0.017 -0.013 -0.105
C 0.790801 -3.950818 -4.888951 -0.025 0.037 0.023 -0.064
C 0.327529 -3.119776 -5.900081 0.008 -0.013 0.015 -0.065
C -0.413164 -1.989065 -5.579955 0.030 -0.047 -0.026 -0.087
C -0.678414 -1.694685 -4.250274 -0.098 0.068 0.002 -0.398
As -1.750200 -0.223457 -3.602853 0.115 -0.288 -0.164 1.314
C -3.492925 -1.021423 -3.445729 -0.025 0.018 0.013 -0.369
C -4.218560 -0.927975 -2.266200 -0.075 -0.003 -0.016 -0.097
C -5.474451 -1.516645 -2.185007 0.015 -0.001 -0.020 -0.068
C -5.995604 -2.195398 -3.276559 0.017 0.014 -0.007 -0.067
C -5.265782 -2.286626 -4.455868 0.001 0.002 -0.002 -0.062
C -4.013399 -1.698750 -4.543394 -0.089 -0.076 0.014 -0.096
C -1.910004 0.959937 -5.097194 0.049 0.083 -0.050 -0.378
C -3.148454 1.469743 -5.466264 0.040 0.082 -0.116 -0.087
C -3.226738 2.392092 -6.502642 0.000 0.005 0.008 -0.062
C -2.076099 2.801198 -7.161208 -0.006 -0.012 0.003 -0.064
C -0.838446 2.294001 -6.784207 0.001 -0.012 0.005 -0.070
C -0.752485 1.379558 -5.746583 -0.060 0.065 -0.082 -0.125
H 0.878514 -4.314095 -2.770633 -0.005 0.008 -0.011 0.104
H 1.364671 -4.834468 -5.136726 -0.008 0.010 0.004 0.112
H 0.537830 -3.352021 -6.935462 0.000 0.000 0.008 0.111
H -0.781157 -1.345300 -6.369165 -0.013 0.036 0.013 0.106
H -3.813545 -0.398106 -1.415252 0.023 0.014 0.017 0.085
H -6.045187 -1.443690 -1.268425 0.004 0.000 -0.008 0.108
H -6.973848 -2.653829 -3.211567 0.013 0.004 -0.002 0.110
H -5.672239 -2.815918 -5.307736 0.000 0.005 0.009 0.112
H -3.448449 -1.772706 -5.465188 0.014 0.000 0.001 0.109
H -4.051201 1.153886 -4.959665 -0.002 -0.022 0.020 0.106
H -4.190389 2.787475 -6.796349 0.010 0.002 0.000 0.111
H -2.143246 3.516121 -7.971100 0.003 -0.009 0.010 0.111
H 0.060327 2.616809 -7.293835 -0.009 -0.002 0.001 0.113
H 0.219504 1.009113 -5.441323 0.008 -0.027 0.008 0.108

***

(2)
111
Properties=species:S:1:pos:R:3:forces:R:3:mulliken_spin:R:1 method="wB97M-V/def2-TZVPD" multiplicity=4 e_above_lowest_kcal_mol=0.00 lumo_energy_ev="-0.239 / -0.251" homo_ev="-8.219 / -8.218" total_energy_ha=-5220.64969 homo_lumo_gap_ev="7.98 / 7.97" charge=0
Cr -0.449578 -0.591216 0.460567 0.158 -0.013 -0.727 3.107
C 2.010584 2.056719 0.658753 0.038 -0.007 0.000 0.019
C 0.816259 2.052237 1.548043 0.083 -0.052 0.098 0.065
C 0.424144 3.069307 2.421426 -0.031 0.023 -0.039 -0.002
C -0.772945 2.649276 2.970178 0.036 0.000 0.021 0.026
C -1.669635 3.359693 3.928170 0.020 -0.024 -0.033 -0.001
N -1.049166 1.436235 2.469287 0.037 -0.043 0.126 0.018
N -0.069179 1.058760 1.607663 -0.100 0.266 -0.048 -0.154
B -2.307448 0.557040 2.651372 0.038 -0.038 -0.051 0.014
N -1.855918 -0.871732 3.008505 -0.156 0.011 -0.017 0.013
N -1.068939 -1.554174 2.146310 0.017 -0.084 0.148 -0.162
C -0.910452 -2.783876 2.632410 0.020 -0.025 0.047 0.043
C -0.076076 -3.842897 1.993592 -0.026 0.010 -0.014 0.002
C -1.624855 -2.896919 3.825834 0.027 0.016 0.032 0.007
C -2.216737 -1.664059 4.027179 0.056 0.017 0.052 0.024
C -3.110898 -1.212578 5.133565 0.001 -0.012 -0.033 -0.001
N -3.030839 0.503947 1.295339 0.125 0.074 0.052 0.023
N -2.323357 0.143035 0.196357 -0.256 -0.092 0.001 -0.133
C -3.140063 0.217406 -0.851105 0.002 0.061 0.024 0.037
C -2.731104 -0.088088 -2.251900 0.038 0.004 0.032 0.009
C -4.398855 0.642607 -0.417429 -0.003 0.014 0.037 0.001
C -4.288409 0.812712 0.948829 -0.051 -0.026 -0.052 0.024
C -5.323410 1.228037 1.939481 0.032 -0.009 -0.011 -0.002
H 2.905847 2.310157 1.226734 0.031 0.039 -0.009 0.002
H 1.883332 2.821674 -0.108729 0.009 0.005 0.008 0.000
H 2.155937 1.107514 0.149726 0.019 -0.018 0.045 0.000
H 0.926923 4.007288 2.588320 0.000 0.001 0.019 0.000
H -1.167366 4.250932 4.299383 -0.011 0.011 0.005 0.000
H -1.935539 2.728171 4.775471 0.001 0.004 0.011 0.001
H -2.595717 3.666705 3.439982 -0.007 -0.001 0.009 0.001
H -3.014264 1.003482 3.504375 -0.010 -0.004 -0.023 0.000
H -0.365595 -4.016373 0.959022 0.011 0.005 -0.025 -0.002
H -0.193009 -4.772150 2.548546 -0.006 -0.011 -0.017 0.000
H 0.981715 -3.577551 1.997039 -0.010 -0.017 0.038 0.003
H -1.701856 -3.766404 4.456524 0.001 -0.001 -0.002 0.000
H -3.139908 -1.974256 5.910355 -0.003 0.001 0.003 0.000
H -4.129070 -1.051544 4.776440 -0.001 0.011 0.002 0.001
H -2.764040 -0.278103 5.574677 0.002 -0.006 0.006 0.001
H -1.717898 -0.478003 -2.292419 -0.009 0.007 -0.003 0.001
H -2.780508 0.822181 -2.851793 0.004 -0.003 -0.015 0.002
H -3.410117 -0.821558 -2.689886 -0.001 -0.005 -0.002 0.002
H -5.275274 0.802664 -1.022216 0.002 -0.004 -0.004 0.000
H -6.251690 1.452138 1.418224 -0.010 0.005 0.012 0.000
H -5.016697 2.112874 2.497688 0.004 0.007 -0.007 0.001
H -5.517099 0.430535 2.658093 -0.011 0.006 0.007 0.001
N 3.562502 -1.827496 1.501209 0.076 0.000 -0.002 0.003
C 3.461940 -2.483507 0.293591 -0.028 -0.056 0.042 -0.007
C 4.358035 -3.290785 -0.399329 0.021 0.011 -0.026 0.001
C 3.913713 -3.816592 -1.593708 -0.021 -0.006 0.014 -0.001
C 2.622126 -3.540436 -2.072539 0.067 0.025 0.007 0.003
C 1.741880 -2.740938 -1.374714 0.006 0.081 -0.172 -0.008
C 2.172935 -2.207932 -0.160218 0.054 0.100 -0.068 0.044
N 1.523167 -1.382321 0.765473 0.062 -0.035 0.203 -0.102
C 2.387141 -1.197572 1.746793 0.005 0.032 -0.107 0.037
C 2.285453 -0.398687 2.977929 -0.026 0.035 0.028 0.026
C 3.281275 0.439620 3.386130 0.025 0.072 -0.066 0.003
S 2.836950 1.204345 4.839585 -0.090 -0.067 0.035 0.000
C 1.358039 0.319065 4.820271 0.105 0.110 0.039 0.001
N 1.204198 -0.472871 3.813511 -0.109 -0.118 -0.088 0.007
H 4.346984 -1.832061 2.129803 -0.040 -0.026 0.036 0.000
H 5.350742 -3.495839 -0.021105 0.000 0.000 0.003 0.000
H 4.568657 -4.456090 -2.170335 0.005 0.009 -0.006 0.000
H 2.310975 -3.965512 -3.017853 -0.008 -0.012 0.001 0.000
H 0.749944 -2.525476 -1.737523 0.121 -0.027 0.049 0.012
H 4.196365 0.689211 2.873650 -0.002 -0.020 -0.015 0.000
H 0.632122 0.430093 5.612906 -0.009 -0.012 -0.006 0.000
O -2.943017 -2.806035 0.179625 0.053 -0.031 0.072 0.012
C -2.038559 -2.858424 -0.632357 -0.097 0.023 -0.080 0.025
O -0.952964 -2.148262 -0.653160 -0.018 0.218 0.169 -0.011
C -2.127674 -3.843245 -1.779800 0.023 -0.004 -0.015 -0.014
C -2.932706 -4.967184 -1.634946 -0.003 0.023 0.001 -0.001
C -3.036034 -5.892243 -2.659085 -0.035 -0.045 0.007 0.000
C -2.340995 -5.658215 -3.832247 0.011 0.064 0.066 0.000
C -1.549789 -4.537747 -4.012502 0.019 -0.023 -0.058 0.001
C -1.439748 -3.632975 -2.970417 -0.002 -0.026 0.012 0.001
N -2.449885 -6.634723 -4.930474 -0.019 -0.016 -0.011 0.000
O -3.134887 -7.620155 -4.743762 0.004 -0.001 -0.003 0.000
O -1.848285 -6.397701 -5.958873 0.014 0.000 -0.010 0.000
H -3.475697 -5.096499 -0.708750 -0.003 -0.003 0.001 0.000
H -3.644320 -6.779379 -2.565479 0.002 0.003 -0.004 0.000
H -1.037734 -4.392619 -4.952272 0.003 0.007 0.010 0.000
H -0.827488 -2.748672 -3.082053 -0.031 0.007 -0.024 0.003
Cl -0.238446 5.607086 -3.853665 -0.014 0.031 -0.009 0.000
C 0.649992 5.787497 -2.363370 -0.034 -0.057 0.056 0.000
C 0.092766 6.579564 -1.384057 -0.003 0.045 0.027 0.000
C 0.752266 6.744847 -0.177046 -0.002 -0.033 -0.047 0.000
C 1.971721 6.124121 0.002181 0.013 -0.016 0.010 0.000
C 2.529155 5.335192 -0.994841 0.030 0.098 0.000 0.000
Cl 4.126483 4.725826 -0.663979 -0.027 -0.113 -0.124 0.000
C 1.877231 5.107251 -2.215682 -0.269 -0.082 0.064 0.000
N 2.331401 4.331023 -3.271168 0.330 0.158 -0.077 0.000
C 2.971229 3.050284 -3.143586 -0.169 -0.092 0.116 -0.001
C 4.348306 2.958968 -3.308078 -0.011 0.017 -0.016 0.000
C 4.988872 1.737054 -3.221660 -0.011 -0.032 0.000 0.000
C 4.239726 0.588142 -2.997664 0.034 -0.004 0.006 0.001
C 2.863893 0.673837 -2.886408 0.061 0.001 0.019 0.005
C 2.201351 1.896543 -2.954807 -0.044 0.060 0.090 -0.002
C 0.692382 1.945257 -2.889645 0.012 -0.082 0.075 -0.004
C 0.023566 1.516768 -1.571493 -0.078 -0.013 -0.104 -0.002
O -0.745877 2.293141 -1.035005 0.006 0.150 0.064 0.009
O 0.294101 0.312622 -1.160123 -0.038 -0.223 0.099 -0.026
H -0.860673 7.052840 -1.570796 -0.004 -0.006 -0.005 0.000
H 0.326075 7.357390 0.604532 -0.005 0.000 0.002 0.000
H 2.531944 6.256748 0.917677 0.002 -0.003 0.003 0.000
H 1.655131 4.335196 -4.020700 0.097 0.038 -0.052 0.000
H 4.906238 3.864609 -3.501963 -0.010 0.028 0.030 0.000
H 6.062865 1.679580 -3.343591 -0.002 -0.002 0.004 0.000
H 4.722352 -0.379734 -2.933315 0.005 0.004 -0.010 0.000
H 2.275757 -0.217650 -2.747956 -0.100 -0.197 0.069 -0.002
H 0.289496 1.291085 -3.669968 0.013 -0.022 0.020 0.000
H 0.324112 2.948926 -3.078781 -0.028 -0.045 -0.045 0.000